{"formula": "C19H11IrN4O5S5Sb", "method": "wB97M-V/def2-TZVPD", "gap_ev": [4.106, 5.212], "largest_force_ev_per_a": 0.455, "spin_multiplicity": 6, "total_charge": 0, "s2": 8.805, "energy_ev": -99628.0019, "e_above_lowest_kcal_mol": 13.3, "homo_ev": [-5.335, -8.323], "elements": ["Ir", "O", "N", "O", "C", "C", "C", "C", "C", "C", "N", "C", "C", "N", "C", "C", "C", "C", "H", "H", "H", "H", "H", "H", "H", "S", "Sb", "S", "S", "S", "O", "C", "N", "S", "O", "O", "C", "C", "C", "C", "C", "C", "H", "H", "H", "H"], "positions_angstrom": [[1.74543, 0.07783, 1.24514], [-5.89174, 0.42850, 1.52898], [-4.89730, 1.16449, 1.55570], [-4.99782, 2.40475, 1.59292], [-3.62500, 0.56620, 1.52630], [-3.58569, -0.83736, 1.49693], [-2.37850, -1.52246, 1.47503], [-2.25683, -2.94319, 1.43497], [-1.02373, -3.52421, 1.40608], [0.13092, -2.71743, 1.40831], [0.03894, -1.40084, 1.44282], [-1.16250, -0.80072, 1.48094], [-1.18770, 0.63377, 1.50765], [0.01646, 1.24671, 1.50090], [0.09471, 2.58275, 1.53021], [-1.04409, 3.35274, 1.54058], [-2.29299, 2.75239, 1.52889], [-2.40812, 1.34883, 1.52473], [-4.51886, -1.37836, 1.49274], [-3.15811, -3.54370, 1.42563], [-0.91239, -4.59988, 1.37583], [1.12645, -3.14228, 1.39026], [1.08593, 3.01262, 1.54498], [-0.95315, 4.42982, 1.55018], [-3.18737, 3.34766, 1.52803], [4.93089, 1.91025, 5.00814], [4.51182, -0.13452, 3.92890], [2.12809, 0.23796, 3.45084], [3.78619, -0.73441, 0.63540], [4.33846, -1.54566, 5.79322], [3.59142, -0.71186, -1.10153], [2.48389, -0.28376, -1.57758], [1.50706, 0.15319, -0.82599], [0.14899, 0.56538, -1.78404], [-0.09845, 1.96083, -1.65437], [-0.87633, -0.39368, -1.54724], [0.98124, 0.20459, -3.30150], [0.50641, 0.33169, -4.58826], [1.36547, -0.03860, -5.61650], [2.64666, -0.51431, -5.35120], [3.10827, -0.63404, -4.04698], [2.25074, -0.26547, -3.02903], [-0.49045, 0.70256, -4.78700], [1.03040, 0.04522, -6.64161], [3.29080, -0.79301, -6.17449], [4.10149, -1.00098, -3.82390]]}

---

{"formula": "C19H13Br2Cl2NO6STi", "method": "wB97M-V/def2-TZVPD", "gap_ev": 4.837, "largest_force_ev_per_a": 1.645, "total_charge": -2, "energy_ev": -232777.5702, "e_above_lowest_kcal_mol": 25.0, "homo_ev": -1.151, "elements": ["Ti", "C", "C", "C", "C", "C", "C", "Br", "C", "C", "Br", "C", "O", "C", "N", "H", "H", "H", "H", "H", "H", "O", "C", "O", "C", "C", "C", "C", "C", "C", "S", "H", "H", "H", "H", "O", "H", "H", "Cl", "C", "Cl", "C", "O", "O", "H"], "positions_angstrom": [[-0.33190, 0.62693, 0.16073], [3.12546, 1.27758, 0.25081], [2.75135, -0.05962, 0.77891], [3.71559, -0.85520, 1.44125], [3.39123, -2.07337, 1.95262], [2.06825, -2.54673, 1.81828], [1.57460, -3.79099, 2.27123], [2.73415, -5.01663, 3.15369], [0.26807, -4.14766, 2.08718], [-0.61655, -3.27128, 1.44693], [-2.41964, -3.79022, 1.21467], [-0.20939, -2.03137, 0.99060], [-0.98318, -1.16815, 0.39321], [1.16234, -1.69142, 1.16789], [1.51366, -0.48782, 0.64301], [4.20029, 1.35163, 0.09420], [2.85046, 2.04756, 0.97648], [2.60945, 1.51225, -0.67791], [4.71567, -0.45705, 1.54206], [4.12712, -2.68093, 2.46192], [-0.09630, -5.10369, 2.43485], [-0.27938, -1.45214, -2.85980], [-0.72397, -0.38727, -2.47306], [-0.06961, 0.48009, -1.75286], [-2.10907, 0.06774, -2.85989], [-2.56110, -0.33569, -4.11469], [-3.79541, 0.05090, -4.60320], [-4.60825, 0.84854, -3.80477], [-4.18158, 1.23685, -2.54991], [-2.92721, 0.86462, -2.03958], [-2.58288, 1.41855, -0.40004], [-1.90564, -0.97288, -4.69501], [-4.12226, -0.26571, -5.58640], [-5.58322, 1.16546, -4.15851], [-4.82300, 1.84544, -1.92394], [0.44655, 2.62458, -0.28263], [1.06416, 3.34154, 0.05074], [-0.39642, 3.07915, -0.42769], [-1.53713, 3.59370, 2.57407], [-0.08820, 2.93765, 3.27546], [2.62154, 4.66595, 0.06547], [0.44412, 1.73303, 2.88072], [1.46913, 1.14407, 3.25161], [-0.32579, 1.07557, 1.87734], [0.42389, 3.59646, 3.95398]]}

---

{"formula": "C19H13BrN2O2S3SbV", "method": "wB97M-V/def2-TZVPD", "gap_ev": [4.984, 5.187], "largest_force_ev_per_a": 4.768, "spin_multiplicity": 2, "total_charge": -1, "s2": 1.026, "energy_ev": -161765.4824, "e_above_lowest_kcal_mol": 38.4, "homo_ev": [-4.041, -4.138], "elements": ["V", "C", "C", "C", "C", "C", "C", "N", "N", "C", "C", "C", "C", "C", "C", "H", "H", "H", "H", "H", "H", "H", "H", "H", "S", "Sb", "S", "S", "Br", "C", "C", "C", "C", "C", "C", "C", "O", "O", "H", "H", "H", "H"], "positions_angstrom": [[-0.01970, 0.40591, -0.02047], [4.53968, 0.45081, -3.24796], [3.16409, 0.44212, -3.41102], [2.32404, 0.43874, -2.31030], [2.85227, 0.45300, -1.01956], [4.24705, 0.45537, -0.86038], [5.07401, 0.45302, -1.96497], [1.97052, 0.44740, 0.07979], [2.53002, 0.44296, 1.22553], [1.63298, 0.43432, 2.26519], [2.10605, 0.44575, 3.58457], [1.20100, 0.43618, 4.62245], [-0.16692, 0.40723, 4.35399], [-0.62849, 0.40784, 3.04265], [0.25491, 0.43161, 1.97192], [5.19195, 0.45601, -4.11207], [2.73694, 0.43941, -4.40549], [1.25212, 0.43189, -2.45378], [4.65500, 0.45946, 0.13766], [6.14827, 0.45415, -1.82622], [3.17510, 0.46243, 3.76201], [1.55205, 0.45369, 5.64715], [-0.86912, 0.39624, 5.17937], [-1.69577, 0.40384, 2.85980], [-3.11391, 3.33065, -2.73795], [-2.03924, 3.68484, -0.77121], [-2.02977, 1.45908, 0.34487], [0.17925, 2.49921, -0.84915], [-1.66052, -0.28916, -2.83629], [-2.91601, -0.95374, -1.57617], [-4.23213, -0.54362, -1.69636], [-5.16740, -1.00700, -0.78569], [-4.79101, -1.88433, 0.22046], [-3.47322, -2.29621, 0.32183], [-2.51362, -1.82441, -0.56763], [-1.07738, -2.25357, -0.34653], [-0.81304, -3.41767, -0.16113], [-0.19974, -1.27874, -0.36027], [-4.50359, 0.16772, -2.46462], [-6.19334, -0.66957, -0.85918], [-5.52432, -2.24884, 0.92895], [-3.15908, -2.98404, 1.09618]]}

---

{"formula": "C19H13Cl4N4O3S2Ti", "method": "wB97M-V/def2-TZVPD", "gap_ev": [5.516, 5.512], "largest_force_ev_per_a": 1.652, "total_charge": -1, "energy_ev": -126898.0374, "e_above_lowest_kcal_mol": 1.0, "homo_ev": [-3.489, -3.487], "elements": ["Ti", "C", "S", "C", "S", "N", "N", "C", "C", "C", "C", "C", "C", "N", "H", "H", "H", "H", "H", "H", "H", "H", "Cl", "C", "C", "C", "Cl", "C", "C", "C", "C", "N", "C", "C", "O", "H", "H", "H", "H", "Cl", "C", "Cl", "C", "O", "O", "H"], "positions_angstrom": [[-0.00876, 0.24555, 0.43358], [-2.26763, 4.92389, -1.42422], [-2.97493, 3.28651, -1.67099], [-2.04474, 2.34914, -0.51633], [-2.42011, 0.64253, -0.48798], [-1.18431, 2.94313, 0.24164], [-0.51990, 2.00164, 1.00706], [-0.35352, 2.20878, 2.33788], [-0.38603, 1.05864, 3.10744], [-0.32719, 1.03610, 4.53759], [-0.70627, -0.07295, 5.21823], [-1.14251, -1.22399, 4.50176], [-1.06572, -1.19572, 3.14196], [-0.63617, -0.13566, 2.42577], [-2.75496, 5.58532, -2.14065], [-1.19571, 4.90431, -1.60763], [-2.44655, 5.28079, -0.41211], [-0.33153, 3.21120, 2.74472], [-0.01325, 1.93375, 5.05551], [-0.69155, -0.07694, 6.30135], [-1.50091, -2.10782, 5.00951], [-1.36272, -2.06019, 2.55965], [0.77220, 1.13461, -4.41442], [0.48361, -0.40862, -3.68492], [0.42885, -1.54297, -4.50472], [0.25462, -2.78757, -3.97090], [0.21499, -4.17765, -5.02048], [0.11764, -2.95449, -2.57401], [0.00486, -4.19292, -1.91190], [-0.06845, -4.22731, -0.54796], [-0.07490, -3.02090, 0.16735], [-0.01236, -1.85274, -0.42215], [0.12713, -1.79359, -1.77201], [0.34321, -0.48143, -2.30759], [0.43415, 0.52884, -1.50467], [0.54280, -1.41719, -5.57248], [-0.00192, -5.10279, -2.49663], [-0.12543, -5.16279, -0.00954], [-0.12998, -3.01877, 1.24732], [5.18304, 1.29167, 0.33720], [3.56781, 1.27168, -0.42865], [2.72955, 2.79374, -0.15854], [2.80179, 0.02884, 0.08801], [3.09435, -1.03611, -0.41579], [1.91301, 0.23473, 1.00577], [3.73445, 1.15574, -1.49200]]}

---

{"formula": "C19H13ClN2O3S", "method": "wB97M-V/def2-TZVPD", "gap_ev": 7.586, "largest_force_ev_per_a": 4.709, "total_charge": 0, "smiles": "O=C(O)/C(=C\\c1ncc(-c2ccccc2Cl)s1)NC(=O)c1ccccc1", "energy_ev": -52394.4014, "e_above_lowest_kcal_mol": 5.6, "homo_ev": -8.457, "elements": ["O", "O", "Cl", "N", "O", "S", "C", "C", "C", "C", "C", "C", "C", "C", "C", "C", "C", "C", "C", "C", "C", "C", "C", "C", "C", "N", "H", "H", "H", "H", "H", "H", "H", "H", "H", "H", "H", "H", "H"], "positions_angstrom": [[-2.63474, 2.45599, 1.86684], [-1.53849, -1.91786, 0.59927], [5.15033, 4.76734, 1.12515], [1.77887, 1.99552, 1.68566], [-0.49884, 3.02740, 2.37859], [2.87348, 0.67025, -0.16972], [-1.42753, 2.20416, 1.82207], [-2.39485, -1.10431, 0.42049], [1.46587, 1.10761, 0.79028], [3.08911, 2.39830, 1.67174], [3.88978, 1.79045, 0.71558], [0.12334, 0.53923, 0.61098], [-1.14875, 0.98012, 1.00598], [-6.34777, -2.64689, -0.27379], [8.08752, 2.34325, -0.01507], [-6.06857, -1.31669, -0.51344], [-5.34834, -3.50411, 0.20281], [7.48528, 1.09688, -0.12994], [7.35604, 3.41637, 0.44746], [-4.77557, -0.81735, -0.20971], [-4.03677, -3.02893, 0.36954], [6.11450, 0.92303, 0.12337], [5.99034, 3.27870, 0.71015], [-3.74527, -1.64868, 0.23424], [5.34770, 2.02236, 0.50068], [-2.23602, 0.27598, 0.49794], [0.38955, 2.60775, 2.24344], [3.48722, 3.09376, 2.41170], [0.15345, -0.30534, -0.11078], [-7.35393, -3.01829, -0.43226], [9.17421, 2.46440, -0.12941], [-6.82523, -0.65950, -0.94729], [-5.54337, -4.55785, 0.33525], [8.05855, 0.20966, -0.41876], [7.85149, 4.37627, 0.56763], [-4.56626, 0.23320, -0.48770], [-3.30894, -3.77574, 0.70310], [5.68392, -0.08650, -0.08310], [-3.11339, 0.74798, 0.51893]]}